Record 1
C35H66IN3O9S2Si | ωB97M-V/def2-TZVPD

Bonds (Å) are listed after each position.
Positions of all 117 atoms, in Å:
1 C 5.793 3.611 -0.356  C2 1.641, H40 1.184, H41 1.170, H42 1.190
2 C 5.616 3.592 -1.987  C1 1.641, S3 1.903, H43 1.180, H44 1.171
3 S 3.990 2.780 -2.554  C2 1.903, C4 1.905, I6 2.946
4 C 4.454 0.950 -2.811  S3 1.905, C5 1.674, H45 1.166, H46 1.180
5 C 3.267 0.088 -2.004  C4 1.674, I6 2.224, O7 1.469, C25 1.647
6 I 2.784 1.380 -0.259  S3 2.946, C5 2.224
7 O 2.100 0.173 -2.891  C5 1.469, S8 1.697
8 S 0.676 -0.440 -2.201  O7 1.697, O9 1.581, O10 1.575, C11 1.917
9 O -0.116 -1.084 -3.409  S8 1.581
10 O -0.309 0.663 -1.661  S8 1.575
11 C 1.074 -1.754 -0.863  S8 1.917, C12 1.638, C19 1.643, H47 1.170
12 C -0.272 -2.687 -0.815  C11 1.638, C13 1.674, H48 1.194, H49 1.194
13 C -1.551 -1.864 -0.118  C12 1.674, O14 1.470, H50 1.187, H51 1.192
14 O -2.519 -1.354 -1.101  C13 1.470, Si15 1.793
15 Si -3.543 -0.249 -0.129  O14 1.793, C16 1.938, C17 1.929, C18 1.960
16 C -4.323 -1.110 1.422  Si15 1.938, H52 1.176, H53 1.192, H54 1.171
17 C -2.593 1.300 0.519  Si15 1.929, H55 1.187, H56 1.173, H57 1.194
18 C -5.063 0.434 -1.163  Si15 1.960, H58 1.171, H59 1.179, H60 1.181
19 C 2.423 -2.486 -1.451  C11 1.643, N20 1.493, C25 1.683, H61 1.198
20 N 2.772 -3.820 -0.879  C19 1.493, C21 1.493, C22 1.505
21 C 2.482 -4.028 0.571  N20 1.493, H62 1.193, H63 1.194, H64 1.172
22 C 2.444 -4.993 -1.763  N20 1.505, C23 1.638, O24 1.362
23 C 1.046 -5.281 -2.566  C22 1.638, H65 1.194, H66 1.171, H67 1.194
24 O 3.430 -5.919 -1.928  C22 1.362
25 C 3.733 -1.441 -1.608  C5 1.647, C19 1.683, C26 1.621, C33 1.675
26 C 4.602 -1.586 -0.247  C25 1.621, C27 1.611, H68 1.194, H69 1.195
27 C 5.838 -0.592 0.031  C26 1.611, C28 1.674, H70 1.194, H71 1.163
28 C 6.163 -0.671 1.671  C27 1.674, O29 1.470, H72 1.185, H73 1.192
29 O 7.079 -1.789 1.940  C28 1.470, C30 1.483
30 C 6.514 -2.538 3.087  O29 1.483, C31 1.651, O32 1.361
31 C 6.065 -4.106 2.828  C30 1.651, H74 1.173, H75 1.186, H76 1.176
32 O 6.400 -1.911 4.290  C30 1.361
33 C 4.481 -2.043 -2.979  C25 1.675, C34 1.621, H77 1.196, H78 1.194
34 C 6.102 -2.019 -2.970  C33 1.621, C35 1.673, C39 1.668
35 C 6.951 -3.174 -2.106  C34 1.673, C36 1.643, H79 1.193
36 C 8.591 -3.248 -2.028  C35 1.643, C37 1.648, H80 1.194
37 C 9.518 -2.153 -2.839  C36 1.648, C38 1.647, H81 1.172
38 C 8.741 -1.019 -3.745  C37 1.647, C39 1.666, H82 1.171
39 C 7.077 -0.957 -3.809  C34 1.668, C38 1.666, H83 1.170
40 H 6.466 2.703 -0.002  C1 1.184
41 H 4.788 3.659 0.241  C1 1.170
42 H 6.401 4.590 -0.059  C1 1.190
43 H 6.502 2.946 -2.424  C2 1.180
44 H 5.730 4.681 -2.401  C2 1.171
45 H 5.516 0.823 -2.346  C4 1.166
46 H 4.448 0.656 -3.953  C4 1.180
47 H 1.236 -1.271 0.190  C11 1.170
48 H -0.598 -3.126 -1.877  C12 1.194
49 H -0.168 -3.659 -0.129  C12 1.194
50 H -1.036 -1.019 0.538  C13 1.187
51 H -2.098 -2.600 0.642  C13 1.192
52 H -4.971 -0.372 2.068  C16 1.176
53 H -3.401 -1.496 2.072  C16 1.192
54 H -4.995 -1.996 1.056  C16 1.171
55 H -2.577 2.166 -0.292  C17 1.187
56 H -1.475 1.109 0.818  C17 1.173
57 H -3.123 1.719 1.503  C17 1.194
58 H -4.862 0.354 -2.314  C18 1.171
59 H -6.033 -0.141 -0.819  C18 1.179
60 H -5.198 1.558 -0.827  C18 1.181
61 H 2.118 -2.707 -2.588  C19 1.198
62 H 1.530 -4.728 0.724  C21 1.193
63 H 3.389 -4.659 1.025  C21 1.194
64 H 2.419 -3.049 1.212  C21 1.172
65 H 1.296 -6.081 -3.416  C23 1.194
66 H 0.192 -5.757 -1.922  C23 1.171
67 H 0.696 -4.312 -3.169  C23 1.194
68 H 3.840 -1.479 0.666  C26 1.194
69 H 5.027 -2.698 -0.140  C26 1.195
70 H 6.868 -0.910 -0.482  C27 1.194
71 H 5.702 0.540 -0.200  C27 1.163
72 H 5.156 -0.774 2.284  C28 1.185
73 H 6.716 0.352 1.938  C28 1.192
74 H 5.576 -4.483 3.824  C31 1.173
75 H 6.986 -4.798 2.549  C31 1.186
76 H 5.333 -4.110 1.906  C31 1.176
77 H 4.177 -3.193 -3.093  C33 1.196
78 H 4.047 -1.540 -3.972  C33 1.194
79 H 6.334 -3.979 -1.479  C35 1.193
80 H 9.105 -4.090 -1.357  C36 1.194
81 H 10.684 -2.227 -2.744  C37 1.172
82 H 9.390 -0.258 -4.354  C38 1.171
83 H 6.543 -0.140 -4.454  C39 1.170
84 C -6.979 6.740 -2.427  C85 1.527, H90 1.093, H91 1.096, H92 1.095
85 C -7.896 5.631 -1.915  C84 1.527, C86 1.547, N89 1.471, H93 1.096
86 C -7.313 4.849 -0.715  C85 1.547, O87 1.430, H94 1.097, H95 1.098
87 O -6.286 3.915 -1.061  C86 1.430, C88 1.419
88 C -5.005 4.495 -1.251  O87 1.419, H96 1.095, H97 1.091, H98 1.095
89 N -8.229 4.733 -3.032  C85 1.471, H99 1.021, H100 1.024
90 H -6.151 6.360 -3.031  C84 1.093
91 H -7.541 7.431 -3.066  C84 1.096
92 H -6.560 7.319 -1.597  C84 1.095
93 H -8.820 6.111 -1.574  C85 1.096
94 H -8.121 4.250 -0.280  C86 1.097
95 H -6.969 5.526 0.077  C86 1.098
96 H -4.827 5.337 -0.573  C88 1.095
97 H -4.886 4.807 -2.289  C88 1.091
98 H -4.251 3.727 -1.053  C88 1.095
99 H -8.926 4.060 -2.711  N89 1.021
100 H -7.402 4.158 -3.216  N89 1.024
101 C -7.412 -0.106 6.746  C102 1.527, H107 1.093, H108 1.096, H109 1.095
102 C -6.782 1.277 6.592  C101 1.527, C103 1.547, N106 1.471, H110 1.096
103 C -7.344 2.083 5.398  C102 1.547, O104 1.430, H111 1.097, H112 1.098
104 O -6.860 1.660 4.120  C103 1.430, C105 1.419
105 C -7.511 0.514 3.596  O104 1.419, H113 1.095, H114 1.091, H115 1.095
106 N -5.322 1.129 6.503  C102 1.471, H116 1.021, H117 1.024
107 H -7.023 -0.831 6.027  C101 1.093
108 H -7.200 -0.509 7.743  C101 1.096
109 H -8.500 -0.059 6.631  C101 1.095
110 H -7.015 1.839 7.504  C102 1.096
111 H -7.012 3.123 5.509  C103 1.097
112 H -8.441 2.106 5.408  C103 1.098
113 H -8.574 0.485 3.859  C105 1.095
114 H -7.007 -0.392 3.937  C105 1.091
115 H -7.426 0.542 2.505  C105 1.095
116 H -4.900 2.059 6.509  N106 1.021
117 H -5.109 0.773 5.567  N106 1.024

***

Record 2
C35H67F3N3O6 | ωB97M-V/def2-TZVPD

Bonds (Å) are listed after each position.
Positions of all 114 atoms, in Å:
1 C 1.941 -3.307 4.597  C2 1.217, H36 1.048
2 C 2.089 -2.399 3.800  C1 1.217, C3 1.422
3 C 2.271 -1.261 2.968  C2 1.422, N4 1.512, H37 1.085, H38 1.075
4 N 2.279 -1.651 1.508  C3 1.512, C5 1.341, H39 1.012
5 C 2.005 -0.632 0.680  N4 1.341, N6 1.394, N14 1.300
6 N 2.517 0.633 0.963  C5 1.394, C7 1.474, H40 1.009
7 C 3.985 0.617 1.100  N6 1.474, C8 1.546, H41 1.076, H42 1.086
8 C 4.795 0.699 -0.215  C7 1.546, O9 1.416, C10 1.519, H43 1.079
9 O 5.735 1.752 -0.102  C8 1.416, H44 0.962
10 C 5.581 -0.577 -0.462  C8 1.519, F11 1.319, F12 1.319, F13 1.328
11 F 6.238 -0.981 0.608  C10 1.319
12 F 6.479 -0.367 -1.405  C10 1.319
13 F 4.773 -1.529 -0.917  C10 1.328
14 N 1.350 -0.750 -0.436  C5 1.300, C15 1.483, C28 1.486
15 C 0.865 -2.055 -0.946  N14 1.483, C16 1.542, H45 1.074, H46 1.085
16 C -0.362 -2.764 -0.338  C15 1.542, C17 1.545, H47 1.083, H48 1.084
17 C -1.672 -2.186 -0.920  C16 1.545, C18 1.543, H49 1.082, H50 1.082
18 C -2.791 -3.197 -1.249  C17 1.543, C19 1.553, H51 1.080, H52 1.079
19 C -4.151 -2.448 -1.269  C18 1.553, C20 1.527, H53 1.080, H54 1.085
20 C -5.170 -2.917 -0.232  C19 1.527, C21 1.523, H55 1.081, H56 1.083
21 C -4.750 -2.663 1.210  C20 1.523, C22 1.554, H57 1.078, H58 1.084
22 C -4.248 -4.006 1.810  C21 1.554, C23 1.521, H59 1.079, H60 1.082
23 C -2.946 -3.842 2.579  C22 1.521, C24 1.525, H61 1.084, H62 1.076
24 C -2.175 -5.157 2.618  C23 1.525, C25 1.525, H63 1.085, H64 1.080
25 C -2.453 -5.985 3.868  C24 1.525, O26 1.411, H65 1.082, H66 1.084
26 O -2.441 -5.200 5.040  C25 1.411, C27 1.416
27 C -3.690 -5.194 5.707  O26 1.416, H67 1.076, H68 1.087, H69 1.083
28 C 1.095 0.429 -1.304  N14 1.486, C29 1.509, H70 1.077, H71 1.076
29 C -0.056 1.322 -0.912  C28 1.509, C30 1.361, C35 1.343
30 C 0.028 2.347 -0.021  C29 1.361, C31 1.336, H72 1.074
31 C -1.021 3.121 0.271  C30 1.336, C32 1.353, H73 1.072
32 C -2.228 2.931 -0.309  C31 1.353, C33 1.478, C34 1.350
33 C -3.366 3.807 0.042  C32 1.478, H74 1.084, H75 1.078, H76 1.078
34 C -2.316 1.923 -1.202  C32 1.350, C35 1.343, H77 1.074
35 C -1.255 1.153 -1.494  C29 1.343, C34 1.343, H78 1.076
36 H 1.848 -3.967 5.406  C1 1.048
37 H 1.405 -0.625 3.116  C3 1.085
38 H 3.167 -0.716 3.210  C3 1.075
39 H 1.606 -2.403 1.441  N4 1.012
40 H 2.058 1.070 1.748  N6 1.009
41 H 4.274 1.443 1.725  C7 1.076
42 H 4.326 -0.276 1.615  C7 1.086
43 H 4.198 0.902 -1.090  C8 1.079
44 H 6.290 1.507 0.645  O9 0.962
45 H 0.660 -1.985 -1.998  C15 1.074
46 H 1.705 -2.731 -0.832  C15 1.085
47 H -0.281 -3.799 -0.649  C16 1.083
48 H -0.406 -2.772 0.744  C16 1.084
49 H -2.005 -1.423 -0.230  C17 1.082
50 H -1.407 -1.671 -1.834  C17 1.082
51 H -2.616 -3.538 -2.259  C18 1.080
52 H -2.798 -4.012 -0.542  C18 1.079
53 H -4.598 -2.459 -2.252  C19 1.080
54 H -3.931 -1.407 -1.060  C19 1.085
55 H -5.377 -3.967 -0.381  C20 1.081
56 H -6.065 -2.334 -0.409  C20 1.083
57 H -5.584 -2.293 1.784  C21 1.078
58 H -3.996 -1.884 1.235  C21 1.084
59 H -4.106 -4.697 0.994  C22 1.079
60 H -5.032 -4.384 2.452  C22 1.082
61 H -2.349 -3.054 2.131  C23 1.084
62 H -3.214 -3.500 3.563  C23 1.076
63 H -2.537 -5.764 1.795  C24 1.085
64 H -1.114 -5.044 2.448  C24 1.080
65 H -1.676 -6.730 3.969  C25 1.082
66 H -3.411 -6.470 3.720  C25 1.084
67 H -3.578 -4.703 6.658  C27 1.076
68 H -4.417 -4.652 5.108  C27 1.087
69 H -4.022 -6.214 5.856  C27 1.083
70 H 0.851 0.012 -2.266  C28 1.077
71 H 1.968 1.042 -1.452  C28 1.076
72 H 0.949 2.592 0.474  C30 1.074
73 H -0.924 3.920 0.979  C31 1.072
74 H -3.804 3.447 0.965  C33 1.084
75 H -3.061 4.826 0.215  C33 1.078
76 H -4.144 3.804 -0.703  C33 1.078
77 H -3.270 1.759 -1.665  C34 1.074
78 H -1.391 0.384 -2.235  C35 1.076
79 C 7.500 -1.757 -4.840  C80 1.517, H82 1.090, H83 1.090, H84 1.093
80 C 6.777 -1.026 -5.955  C79 1.517, O81 1.429, H85 1.088, H86 1.094
81 O 5.517 -0.522 -5.507  C80 1.429, H87 0.960
82 H 6.892 -2.584 -4.471  C79 1.090
83 H 8.458 -2.150 -5.181  C79 1.090
84 H 7.679 -1.085 -3.996  C79 1.093
85 H 6.577 -1.697 -6.788  C80 1.088
86 H 7.381 -0.191 -6.323  C80 1.094
87 H 5.692 0.081 -4.781  O81 0.960
88 C 3.309 4.599 -1.529  C89 1.517, H91 1.093, H92 1.091, H93 1.092
89 C 2.529 5.297 -2.627  C88 1.517, O90 1.427, H94 1.089, H95 1.094
90 O 1.230 5.665 -2.166  C89 1.427, H96 0.961
91 H 2.775 3.708 -1.187  C88 1.093
92 H 4.299 4.304 -1.879  C88 1.091
93 H 3.425 5.257 -0.664  C88 1.092
94 H 2.394 4.637 -3.482  C89 1.089
95 H 3.057 6.194 -2.965  C89 1.094
96 H 1.345 6.257 -1.419  O90 0.961
97 C -1.495 7.995 -4.957  C98 1.518, H100 1.090, H101 1.091, H102 1.093
98 C -1.851 7.449 -3.587  C97 1.518, O99 1.428, H103 1.089, H104 1.095
99 O -2.936 6.524 -3.670  C98 1.428, H105 0.960
100 H -2.357 8.490 -5.405  C97 1.090
101 H -0.673 8.710 -4.895  C97 1.091
102 H -1.201 7.185 -5.630  C97 1.093
103 H -2.163 8.256 -2.925  C98 1.089
104 H -0.989 6.946 -3.137  C98 1.095
105 H -2.660 5.806 -4.245  O99 0.960
106 C -1.834 1.012 4.740  C107 1.519, H109 1.091, H110 1.091, H111 1.090
107 C -3.053 1.370 3.908  C106 1.519, O108 1.426, H112 1.088, H113 1.093
108 O -2.667 1.801 2.604  C107 1.426, H114 0.962
109 H -1.167 1.872 4.820  C106 1.091
110 H -2.119 0.695 5.744  C106 1.091
111 H -1.268 0.207 4.270  C106 1.090
112 H -3.597 2.190 4.372  C107 1.088
113 H -3.731 0.518 3.817  C107 1.093
114 H -2.204 1.084 2.160  O108 0.962

Its net charge is +1.

***

| no. | HOMO-LUMO gap (eV) | F_max (eV/A) |
| --- | --- | --- |
| 1 | 7.80 | 9.1 |
| 2 | 8.63 | 3.4 |